Molecular formula: C4H36NO12
Method: DFT, the ωB97M-V functional and the def2-TZVPD basis

Structure (XYZ):
```
53
Properties=species:S:1:pos:R:3:forces:R:3
C 0.765830 -0.189056 1.509168 -0.7 -0.4 0.9
C 0.429268 0.745031 2.614159 2.9 1.0 2.7
C 0.429793 0.058007 4.018518 0.2 -1.4 -1.5
C 1.602808 1.798808 2.670095 -0.4 0.4 0.8
N 0.515352 0.468511 0.206232 -0.5 -3.3 -2.3
H 1.824329 -0.475843 1.583577 -0.3 0.1 -0.3
H 0.112318 -1.080060 1.651215 0.6 0.6 -1.0
H -0.537712 1.168063 2.685408 -1.1 0.7 -1.3
H 1.402565 -0.120884 4.421475 1.0 -0.2 0.0
H -0.033556 0.704432 4.702301 -0.9 0.8 1.0
H -0.075483 -0.926190 4.016278 -0.1 0.5 -0.1
H 2.497904 1.262395 2.927700 0.6 -0.7 -0.4
H 1.623467 2.511603 3.501692 -0.9 0.0 0.0
H 1.813361 2.434329 1.811778 -0.4 -0.3 -0.4
H -0.376414 0.963815 0.048026 -0.6 -0.9 0.1
H 1.131520 1.097931 -0.219368 2.3 1.5 0.3
H 0.646196 -0.303252 -0.546024 -1.1 1.2 1.2
H 2.020481 5.241063 0.545782 -0.3 -0.3 1.0
H 3.025663 4.582807 1.392081 1.5 -0.4 0.4
O 2.101849 4.752592 1.398862 -1.1 0.8 -1.5
H -1.991478 -0.119978 -3.143893 -1.5 1.0 4.0
H -2.379828 -0.165449 -4.585883 -4.0 0.7 -3.4
O -1.739035 -0.272594 -3.989472 5.6 -1.9 -0.9
H 0.263450 -2.596562 -2.591929 -0.3 -0.1 -0.4
H 1.657614 -2.044860 -2.308097 -1.1 -0.3 0.7
O 0.792773 -2.266976 -1.868881 1.5 0.5 -0.2
H 0.559800 -4.376025 -0.041269 -0.6 -1.3 1.6
H -0.435369 -5.555286 0.329477 1.2 1.0 0.8
O 0.201454 -4.905090 0.752980 -0.4 0.3 -2.6
H -2.493959 0.661035 -1.133965 -1.2 -1.2 0.8
H -1.940879 1.820602 -1.696151 0.1 2.3 -1.2
O -1.650100 1.067998 -1.244077 0.9 -0.7 0.8
H -3.797030 -0.970979 -2.585945 -0.4 0.0 0.0
H -3.016809 -1.707180 -1.462832 -1.4 1.8 -0.3
O -3.474271 -0.802185 -1.695790 1.1 -2.2 0.3
H 0.212226 0.154668 -3.245828 0.2 1.6 1.2
H 0.384776 1.482986 -3.765978 0.2 0.9 -0.3
O 0.411237 1.084567 -2.898296 0.2 -2.3 -1.0
H 3.403094 4.397940 -1.586004 0.2 -2.5 1.2
H 2.965125 3.148587 -0.630462 -1.4 0.1 0.8
O 3.643636 3.495239 -1.172706 1.2 2.3 -2.0
H -2.321737 -3.487368 -1.774892 1.1 -0.5 -0.3
H -2.630542 -3.419819 -0.193069 0.1 0.0 -1.7
O -2.999230 -3.425175 -1.122422 -0.7 0.3 1.9
H 3.782117 1.403054 -1.571871 -0.6 -2.3 1.2
H 4.445469 0.030038 -0.956732 -3.3 1.8 -0.5
O 3.509078 0.516684 -1.105938 3.7 0.5 -0.7
H -0.677760 -3.425993 1.260256 -0.1 -0.6 0.4
H -1.915988 -2.621477 1.879155 0.1 -0.3 0.3
O -1.121147 -2.571405 1.344941 -0.5 0.7 -0.6
H -4.846677 0.674588 0.830014 1.4 -0.3 0.0
H -3.845447 -0.367975 0.242656 -0.3 1.6 0.9
O -3.874085 0.470287 0.793949 -1.3 -1.2 -0.7
```
Positions in Å, forces in eV/Å.

highest occupied orbital energy: -13.614 eV
ΔE to the lowest compared entry with this formula, charge and spin: 517.8 kJ/mol
maximum force: 0.116 Eh/bohr
net charge: +1
calculated total energy: -30785.540 eV
LUMO level: -2.757 eV

Atomic partial charges in e from the Löwdin method, atoms 1 to 4: atom 1 (C): -0.16, atom 2 (C): -0.37, atom 3 (C): -0.05, atom 4 (C): -0.06


Molecular formula: C4H36NO13S
Method: DFT, the ωB97M-V functional and the def2-TZVPD basis

Structure (XYZ):
```
55
Properties=species:S:1:pos:R:3:forces:R:3
C 3.023123 0.545613 2.337505 -0.2 -0.3 -0.3
O 3.004189 1.935643 2.628248 0.2 -0.1 0.0
C 1.558164 0.111116 2.169030 -0.7 0.2 0.7
C 0.934186 -0.653715 3.332838 1.3 -0.4 1.2
C -0.447020 -0.255309 3.841238 -0.7 -1.3 -1.8
S -1.288137 -1.645529 4.669160 -0.6 0.6 1.9
N 1.329299 -0.597333 0.881396 -0.5 0.2 -0.6
H 3.503080 -0.049233 3.117996 0.0 0.2 0.3
H 3.606264 0.338819 1.442218 -0.1 0.0 -0.3
H 3.704528 2.378682 2.139253 0.0 -0.1 0.2
H 0.977992 1.026186 2.086934 0.2 0.0 -0.1
H 1.605231 -0.538095 4.190673 0.1 0.2 0.0
H 1.012938 -1.731325 3.182215 -0.4 0.0 -0.4
H -1.116366 0.020774 3.025809 0.2 0.3 -0.1
H -0.462815 0.560318 4.549042 0.2 0.1 0.3
H -1.195242 -2.761433 3.963503 0.5 0.1 -1.0
H 1.271681 0.090527 0.137429 0.5 -0.1 -0.1
H 2.004671 -1.315602 0.621414 0.4 0.1 0.3
H 0.433758 -1.070374 0.762110 -0.1 0.0 0.7
H -0.947929 -2.626701 0.974502 -0.2 0.1 0.8
H -0.102309 -3.684315 0.517215 0.7 -0.4 0.5
O -0.202552 -3.145825 1.320010 -0.9 0.3 -1.3
H -0.300272 2.330324 -2.126976 0.3 0.1 0.0
H 1.073848 3.043084 -1.862983 0.0 -0.2 -0.1
O 0.196496 2.870251 -1.490158 0.0 0.0 0.2
H 2.270845 -3.698185 2.397633 -0.1 0.1 -0.2
H 3.353101 -3.623523 1.320759 0.0 0.1 0.1
O 2.550834 -3.185492 1.627283 0.3 -0.1 0.0
H 1.973162 2.701318 -3.830127 0.6 -0.1 -0.5
H 3.500672 2.835322 -3.294220 -0.1 0.2 -0.7
O 2.579765 2.678454 -3.087806 -0.4 -0.3 1.2
H 2.877029 -1.131310 -1.637571 0.0 -0.1 0.1
H 3.844761 0.006404 -1.415074 0.1 0.0 0.1
O 3.412835 -0.717206 -0.947138 -0.1 0.1 -0.4
H -1.214704 2.153819 0.454585 -0.3 -0.2 0.5
H 0.154873 1.993091 0.120292 0.0 0.0 0.4
O -0.453786 1.691568 0.835290 -0.1 0.4 -1.0
H -5.594905 -0.629705 -3.046038 -0.1 0.0 0.0
H -5.705814 0.772749 -2.432062 -0.2 -0.1 -0.1
O -5.322160 0.285846 -3.170037 0.2 0.1 0.3
H -0.886019 1.010851 -4.396392 0.2 -0.3 0.0
H -0.577959 2.457328 -4.276910 0.2 0.1 0.1
O -0.246972 1.602189 -3.969295 -0.3 0.2 -0.4
H -3.182740 -1.493746 -1.627766 0.3 -0.2 0.2
H -2.906858 -1.257957 -3.080131 0.5 -0.1 -0.2
O -2.499606 -1.657747 -2.290880 -0.7 0.2 -0.1
H -2.975745 3.087930 -2.207301 0.0 -0.2 0.1
H -3.329386 1.641236 -1.770453 -0.1 0.2 0.1
O -2.626314 2.190129 -2.135262 0.0 -0.1 -0.1
H -0.467320 -1.545893 -2.035533 -0.3 0.6 -0.1
H 0.190884 -0.109468 -1.812254 -0.5 -0.2 -0.5
O 0.150342 -1.023110 -1.507799 0.8 -0.3 0.5
H -2.772129 0.840380 -3.766306 0.2 -0.1 0.0
H -3.751255 0.433245 -4.780698 0.0 -0.3 -0.3
O -2.845349 0.221234 -4.514717 -0.1 0.5 0.4
```
Positions in Å, forces in eV/Å.

highest occupied orbital energy: -10.995 eV
ΔE to the lowest compared entry with this formula, charge and spin: 72.4 kJ/mol
maximum force: 0.044 Eh/bohr
net charge: +1
calculated total energy: -43669.929 eV
LUMO level: -2.720 eV

Atomic partial charges in e from the Löwdin method, atoms 1 to 4: atom 1 (C): -0.18, atom 2 (O): -0.03, atom 3 (C): -0.26, atom 4 (C): -0.22


Molecular formula: C4H36NO14
Method: DFT, the ωB97M-V functional and the def2-TZVPD basis

Structure (XYZ):
```
55
Properties=species:S:1:pos:R:3:forces:R:3
C -2.380377 0.961328 -2.661194 1.4 0.9 -0.7
N -2.382700 1.037043 -1.196725 0.3 0.0 -0.1
C -1.223427 1.840217 -0.790258 -1.9 2.0 2.9
C -2.441736 -0.293250 -0.563677 1.1 -1.2 -2.7
C -2.704851 -0.407882 0.909558 1.2 1.5 1.3
O -1.758736 -1.161048 1.658377 0.5 -0.2 -0.3
H -3.174819 0.393661 -3.132037 -0.4 -0.1 0.5
H -1.409290 0.562180 -3.068758 -0.7 0.0 0.5
H -2.411352 2.011232 -3.038924 -0.2 -0.7 0.2
H -0.941915 1.682327 0.255134 -0.1 -1.1 0.0
H -1.647139 2.850771 -0.574013 0.5 -0.1 -1.0
H -0.277948 1.950769 -1.272173 0.3 -0.5 -1.4
H -3.149608 -0.874671 -1.189412 0.0 0.3 0.6
H -1.477668 -0.769921 -0.844005 -0.3 -0.2 0.6
H -3.679764 -0.816325 1.129715 -0.4 -0.1 0.0
H -2.630442 0.612412 1.353946 -0.6 -0.2 -0.4
H -0.768570 -1.068089 1.309599 -1.2 0.2 0.3
H 0.666673 -0.504757 0.135230 0.2 0.1 0.0
O 0.683842 -1.113593 0.882191 -0.4 0.2 0.2
H 2.610142 3.270574 -0.409900 0.1 -0.2 0.1
H 2.146390 3.532723 1.030150 -0.1 -0.1 0.0
O 2.931953 3.539303 0.462547 0.1 0.4 -0.1
H 1.232964 0.800384 3.677485 0.5 -0.7 -0.1
H -0.149435 0.910191 4.304980 0.5 0.3 0.1
O 0.691204 1.395784 4.233710 -1.4 0.8 0.8
H 1.668476 0.983237 -1.565624 0.0 -0.7 0.5
H 3.159364 1.028016 -0.786232 -1.9 0.0 -0.6
O 2.592927 1.201700 -1.603362 2.0 1.3 -0.1
H 1.115578 -0.580970 2.060913 1.7 -0.1 0.6
H 2.042505 -1.185020 3.343496 0.0 0.0 0.0
O 1.867890 -0.349929 2.904097 -0.9 -0.4 -1.4
H -1.379155 -3.498016 -1.209525 0.3 0.0 -0.5
H -0.664074 -4.127267 -2.455139 0.1 0.0 0.1
O -1.373927 -3.534497 -2.199508 -0.4 0.0 0.0
H 0.558706 2.643879 2.922031 0.6 -0.2 0.3
H -0.138655 2.610828 1.619929 0.1 0.2 -0.4
O 0.686186 2.934410 1.997097 -0.7 0.1 0.1
H -5.090473 1.264279 0.223128 -0.3 0.1 0.1
H -4.033652 1.859337 -0.619024 0.1 0.2 -0.2
O -4.927961 2.072987 -0.275070 0.2 -0.4 0.1
H 3.488103 -1.526332 -0.327470 -0.3 0.5 0.6
H 2.310217 -1.621668 0.742161 0.3 -0.2 -0.7
O 3.172840 -2.019349 0.444619 0.4 -0.2 0.1
H 1.706917 -0.673623 -3.752597 0.2 -0.2 0.1
H 1.656980 -1.548056 -2.446678 0.0 -0.3 -0.3
O 1.390154 -0.707041 -2.849216 -0.8 0.0 0.0
H 3.124717 0.264670 1.462765 -0.1 0.1 0.2
H 3.447529 1.766466 1.122057 -0.2 0.2 0.0
O 3.488767 0.861250 0.791963 0.7 -0.4 0.3
H -0.134963 -2.791880 0.484906 -0.1 0.3 0.0
H -1.559554 -2.806839 1.038552 0.5 -0.1 -0.6
O -0.974099 -3.268573 0.385234 -0.4 -0.7 0.7
H 2.899546 -2.976160 -1.288953 -0.3 -0.3 0.4
H 1.458158 -3.383296 -1.023985 0.2 0.1 -0.1
O 2.087562 -3.233905 -1.742110 -0.2 -0.2 -0.5
```
Positions in Å, forces in eV/Å.

highest occupied orbital energy: -6.723 eV
ΔE to the lowest compared entry with this formula, charge and spin: 0.0 kJ/mol
maximum force: 0.078 Eh/bohr
net charge: -1
calculated total energy: -34889.621 eV
LUMO level: 2.734 eV

Atomic partial charges in e from the Löwdin method, atoms 1 to 4: atom 1 (C): -0.09, atom 2 (N): -0.28, atom 3 (C): -0.09, atom 4 (C): -0.18


Molecular formula: C4H36NO16
Method: DFT, the ωB97M-V functional and the def2-TZVPD basis

Structure (XYZ):
```
57
Properties=species:S:1:pos:R:3:forces:R:3
O -0.063568 0.714186 -1.221464 0.2 0.5 0.4
C 0.651924 -0.277851 -1.033981 -1.2 -3.3 -0.2
O 1.896527 -0.458409 -1.145627 0.0 0.5 0.0
C -0.135179 -1.582423 -0.680345 -2.1 2.3 0.0
C -0.460783 -1.461750 0.850925 0.7 1.3 -2.2
C -1.243361 -0.188251 1.198304 0.1 -0.1 -1.3
N 0.441331 -2.877348 -0.976581 -0.3 -0.8 -0.4
H -1.106107 -1.365610 -1.238094 0.9 -0.7 0.5
H 0.551150 -1.547857 1.267872 -1.0 0.6 0.1
H -1.052373 -2.324695 1.106721 -0.1 -0.4 0.3
H -1.484041 -0.313348 2.227798 -0.8 0.5 0.8
H -0.754044 0.777674 1.015461 0.3 -0.6 0.5
H -2.110158 -0.094291 0.505395 0.1 -0.4 0.9
H 1.028452 -2.931645 -1.817094 -0.4 0.5 0.4
H -0.377772 -3.466604 -1.173900 0.7 0.0 0.2
H -2.410300 4.187383 0.071347 1.1 0.4 0.6
H -1.083104 3.801703 -0.944827 0.8 0.7 1.1
O -2.016174 3.967279 -0.758024 -1.0 -0.3 -2.1
H 4.849809 0.567866 -0.222356 -0.5 -0.5 0.1
H 4.245374 -0.106227 -1.538726 -0.4 -0.1 0.4
O 4.771667 0.607410 -1.183400 0.8 0.7 -0.6
H -1.713925 1.018649 -1.996494 0.7 -0.2 0.2
H -2.135340 1.443521 -3.426559 0.1 0.2 -0.1
O -2.390127 0.905239 -2.677939 0.2 0.9 0.1
H -1.342495 -2.515976 3.053763 0.4 0.1 -0.2
H 0.036098 -2.475296 3.837977 -1.6 -0.2 -0.3
O -0.906061 -2.732919 3.877569 0.2 -0.4 1.1
H 1.901882 0.842432 -1.979213 0.9 -0.3 0.2
H 2.777096 2.089616 -2.393896 0.4 -0.2 0.1
O 1.892447 1.773662 -2.219346 0.0 2.0 -1.4
H 3.856851 1.221354 1.740983 -0.1 0.3 0.1
H 3.563307 -0.259559 1.691560 0.2 -0.1 0.0
O 4.299842 0.369326 1.726515 -0.1 -0.2 -0.1
H 1.359158 1.417175 0.649448 1.1 1.6 0.7
H 0.518456 2.486151 0.444613 -0.6 0.4 0.6
O 1.370643 2.402633 0.900274 -0.8 -2.9 -0.3
H -3.502063 2.948748 0.538342 0.9 -0.4 -0.4
H -3.752908 2.229828 -0.912554 1.0 0.7 0.2
O -4.106619 2.608249 -0.104897 -2.5 -0.6 0.4
H -4.535450 0.669090 0.082828 -0.9 0.0 0.9
H -4.487765 0.043317 -1.168876 -1.0 -1.1 -0.5
O -5.035175 -0.035655 -0.366779 1.3 0.8 0.1
H -3.483214 -0.038477 -2.741653 -0.7 -1.2 -0.5
H -3.894343 -1.557005 -2.556202 0.0 0.0 0.0
O -4.225785 -0.714491 -2.876484 0.2 0.2 -0.2
H 2.587621 -2.064707 -0.557261 0.0 -0.5 1.1
H 3.904681 -1.682371 -0.262783 0.7 -0.2 0.6
O 3.302848 -2.363363 0.068113 -0.3 0.7 -1.3
H 0.898973 3.089283 -1.693604 0.2 0.6 -0.5
H 1.020019 3.508250 -0.347661 0.7 1.3 -0.2
O 0.747280 3.925899 -1.179790 -0.6 -0.9 -0.2
H 0.927348 -1.422445 2.991466 0.4 1.4 0.0
H 1.543901 -1.468598 4.306463 0.2 1.1 0.1
O 1.170908 -0.782903 3.711315 0.3 -2.0 -0.3
H 1.197553 -3.527282 1.031424 0.0 0.5 0.5
H 1.448456 -3.802549 2.557582 0.1 -0.2 -0.3
O 1.046607 -3.176008 1.942380 0.9 -1.7 0.3
```
Positions in Å, forces in eV/Å.

highest occupied orbital energy: -6.894 eV
ΔE to the lowest compared entry with this formula, charge and spin: 458.5 kJ/mol
maximum force: 0.069 Eh/bohr
net charge: -1
calculated total energy: -38983.656 eV
LUMO level: 2.359 eV

Atomic partial charges in e from the Löwdin method, atoms 1 to 4: atom 1 (O): -0.03, atom 2 (C): -0.59, atom 3 (O): -0.04, atom 4 (C): -0.30


Q: What is the formula in the first record?
A: C4H36NO12


Q: Which of these has the lowest maximum force?
A: C4H36NO13S


Q: Among the records above, which one has the lowest calculated total energy?
A: C4H36NO13S


Q: The highest ΔE to the lowest compared entry with this formula, charge and spin belongs to which entry?
A: C4H36NO12